No. 1
10
Properties=species:S:1:pos:R:3:forces:R:3:lowdin_charge:R:1 method="wB97M-V/def2-TZVPD" multiplicity=1 homo_energy_ha=-0.325 e_tot_ha=-1216.91526 lumo_energy_ev=-1.1531 gap_ev=7.7
S -1.119 -2.106 -3.363 1.0 0.2 0.5 -0.01
S -1.057 -1.069 -0.456 1.4 0.5 1.3 0.37
P 0.207 -1.537 -2.042 -1.4 -0.2 -0.4 0.04
C 0.133 -0.247 0.842 0.6 0.1 -1.2 -0.56
C 0.223 1.309 0.542 -0.2 -2.0 3.7 -0.18
H 0.809 1.592 1.531 -1.1 0.4 -2.3 0.11
H -0.322 -0.236 1.815 -0.5 -1.0 0.3 0.03
H 1.170 -0.803 0.927 -2.1 1.2 -0.5 0.10
H 0.792 1.377 -0.333 0.6 1.0 -1.3 0.02
H -0.835 1.722 0.537 1.6 -0.3 -0.2 0.08


No. 2
14
Properties=species:S:1:pos:R:3:forces:R:3:lowdin_charge:R:1 method="wB97M-V/def2-TZVPD" multiplicity=1 homo_energy_ha=-0.319 e_tot_ha=-1061.79965 lumo_energy_ev=0.4890 gap_ev=9.2
S -1.952 -1.143 0.183 -1.6 -2.9 0.7 0.75
S 1.690 -0.831 -0.635 -1.0 0.2 0.0 0.77
N 1.536 -0.373 0.985 -0.7 1.9 0.7 -0.33
N -0.775 0.825 -1.222 -0.7 -1.9 -2.5 -0.05
C -0.371 1.225 0.803 0.5 0.3 -2.2 -0.22
C 0.068 1.795 -0.599 -1.2 2.3 -0.1 -0.19
C -1.095 0.112 -0.067 0.0 4.5 -1.8 -0.96
C 0.717 0.549 1.430 3.3 -2.9 0.0 -0.26
H -0.806 0.563 -2.318 0.0 0.5 3.8 0.21
H -0.763 1.963 1.508 -0.9 -0.5 -0.5 0.15
H 0.939 0.788 2.439 0.0 0.1 1.1 0.10
H 1.091 1.630 -0.886 0.6 0.4 0.2 0.06
H 2.799 -1.479 -0.421 0.8 -0.6 0.2 -0.16
H -0.287 2.865 -0.813 0.7 -1.4 0.4 0.14


No. 3
100
Properties=species:S:1:pos:R:3:forces:R:3:lowdin_charge:R:1 method="wB97M-V/def2-TZVPD" multiplicity=1 homo_energy_ha=-0.335 e_tot_ha=-2925.97898 lumo_energy_ev=-3.6821 gap_ev=5.4 total_charge=+1
Sc 0.382 -0.344 -0.255 -0.3 -0.1 7.2 0.72
P 2.788 0.744 -0.534 -1.6 -0.8 0.8 0.97
P -1.922 -0.471 -1.288 2.0 -0.1 2.2 1.06
O -0.224 0.996 1.258 1.2 -1.3 -1.9 -0.20
C -2.239 3.401 4.011 -0.2 0.1 0.0 -0.08
C 1.542 0.243 -3.969 0.3 -1.4 -1.0 -0.14
C 2.307 1.804 2.575 0.2 -0.3 0.0 -0.10
C -0.368 -1.847 2.555 0.9 -0.6 -0.7 -0.22
C -1.406 0.259 -4.432 -0.8 -0.9 -0.6 -0.14
C 3.838 -0.237 -1.658 -0.2 0.3 -0.8 -0.27
C 0.795 -1.701 -5.361 -0.5 -0.7 -0.7 -0.17
C -0.860 3.381 3.976 0.0 0.1 0.5 -0.07
C 3.304 -1.784 1.929 0.6 0.0 0.1 -0.06
C -2.234 1.633 2.368 0.2 0.4 -0.4 -0.15
C -1.529 -1.739 3.458 -0.5 0.2 0.3 -0.02
C -0.725 -2.000 -5.294 0.3 -0.4 0.1 -0.16
C 0.948 -1.451 2.899 -0.1 -0.7 -1.0 -0.23
C 1.763 2.478 4.938 0.0 -0.2 0.2 -0.06
C -0.786 -1.844 -1.765 0.0 -0.7 -1.6 -0.31
C 1.065 -2.615 0.914 -0.4 1.4 -0.4 -0.35
C 1.364 -1.095 -4.104 1.1 1.4 -0.9 -0.11
C -1.419 -3.444 0.854 -0.5 -0.3 0.0 -0.06
C -0.394 0.971 -1.857 -1.4 0.1 -2.2 -0.32
C -2.917 2.513 3.202 0.2 -0.1 0.2 -0.06
C -0.505 0.984 -5.385 0.0 0.6 -0.3 -0.16
C -3.638 1.770 0.360 0.0 0.0 -0.1 -0.07
C -0.109 2.512 3.192 -0.2 -0.6 -0.7 -0.10
C 1.394 2.632 3.450 0.1 0.8 -0.1 -0.36
C -0.311 -2.596 1.354 0.6 0.9 0.3 -0.27
C 0.905 1.306 -4.833 0.2 0.2 -0.4 -0.15
C 1.826 -1.864 1.871 -1.0 0.1 0.3 -0.28
C 3.767 2.252 -0.373 0.0 0.5 -0.3 -0.26
C -3.123 0.820 1.442 0.4 -0.3 0.3 -0.42
C 1.317 -0.953 4.242 0.1 0.3 0.4 -0.03
C -1.470 -1.079 -4.368 -1.1 0.5 -1.4 -0.17
C -0.803 1.678 2.230 -1.1 0.8 1.5 -0.24
C 0.936 1.595 -1.352 1.4 1.1 0.1 -0.29
C -4.311 0.181 2.179 0.0 0.0 -0.1 -0.06
C -3.592 -0.571 -2.007 -0.5 0.2 -1.0 -0.23
C 1.675 -3.620 0.003 0.4 -0.5 0.0 -0.06
H -2.781 4.075 4.669 0.2 0.0 -0.1 0.11
H 4.372 2.382 -1.276 -0.1 0.1 0.2 0.05
H -4.318 1.263 -0.332 0.0 0.2 0.0 0.05
H 0.835 2.255 -4.277 0.2 -0.3 0.0 0.11
H 3.707 -2.509 2.660 0.0 0.3 -0.3 0.10
H 3.124 3.125 -0.236 0.1 -0.1 0.1 0.06
H -2.247 -1.589 -3.804 0.2 0.4 -0.1 0.07
H -2.296 -2.834 0.579 0.0 -0.3 0.0 0.07
H -1.123 -4.035 -0.019 -0.1 0.0 0.2 0.06
H -4.184 2.603 0.835 0.2 -0.3 -0.3 0.10
H 0.752 2.387 -0.610 0.1 -0.5 0.0 0.08
H 0.717 -0.071 4.512 0.2 -0.3 0.0 0.07
H 4.422 2.170 0.504 -0.2 -0.1 -0.2 0.07
H 0.928 -4.125 -0.618 0.1 0.0 0.0 0.07
H -4.002 -0.268 3.131 -0.1 0.1 -0.2 0.08
H -1.172 -1.939 -6.305 0.2 0.0 0.4 0.13
H 3.759 -1.998 0.953 0.0 0.0 0.2 0.06
H -1.750 -0.691 3.712 0.0 -0.3 0.1 0.08
H -2.509 0.018 0.988 -0.4 0.5 0.5 0.04
H 4.381 0.461 -2.303 0.1 -0.4 -0.1 0.05
H 4.539 -0.817 -1.044 -0.2 0.3 0.0 0.06
H 2.176 -4.390 0.616 -0.1 0.1 -0.4 0.10
H 1.629 3.689 3.225 0.0 -0.2 0.0 0.14
H 1.569 1.521 -5.696 -0.2 0.0 0.4 0.14
H 2.081 0.736 2.644 0.0 0.3 -0.2 0.04
H 0.051 -2.076 -1.066 -0.7 -0.7 0.1 0.01
H -0.419 0.457 -6.341 -0.1 -0.1 0.3 0.11
H -3.740 -1.448 -2.649 0.2 0.2 0.1 0.06
H 1.838 -1.811 -3.427 0.1 0.3 -0.1 0.10
H -0.996 1.934 -5.646 0.3 -0.2 0.1 0.12
H -2.139 0.867 -3.897 0.3 -0.2 0.0 0.10
H 2.843 2.617 5.070 -0.2 0.1 -0.1 0.08
H 3.274 -0.946 -2.280 0.2 0.2 0.3 0.02
H 3.355 1.954 2.872 -0.2 0.0 0.0 0.09
H -0.853 -3.044 -4.968 -0.1 0.3 0.0 0.12
H -0.319 4.064 4.632 -0.1 -0.1 -0.2 0.11
H -0.303 -1.698 -2.735 -0.3 -0.1 0.3 0.01
H 2.433 -3.175 -0.657 0.0 -0.2 0.0 0.07
H -5.086 0.929 2.393 0.1 -0.3 -0.1 0.08
H 3.643 -0.784 2.240 0.0 -0.2 0.0 0.07
H -1.320 -2.282 4.394 -0.1 0.2 -0.2 0.10
H 1.250 3.214 5.568 0.2 -0.2 -0.2 0.07
H -1.735 -4.143 1.647 0.0 0.1 -0.4 0.10
H 2.383 -0.702 4.299 -0.2 0.1 0.1 0.08
H 1.462 2.057 -2.195 -0.7 -0.1 -0.1 0.06
H 1.126 -1.729 5.006 0.0 0.2 -0.2 0.10
H 1.309 -2.660 -5.546 -0.1 0.3 0.2 0.12
H -1.322 -2.794 -1.819 0.0 0.1 0.2 0.09
H -2.427 -2.173 3.007 0.1 0.1 0.1 0.08
H -3.827 0.329 -2.596 0.0 -0.3 0.2 0.07
H -2.794 2.208 -0.189 -0.1 0.0 -0.1 0.08
H -4.755 -0.601 1.550 -0.1 0.1 0.1 0.07
H -4.336 -0.648 -1.196 0.7 0.2 0.0 0.05
H -0.168 0.395 -2.753 0.1 0.6 0.0 -0.01
H 2.214 2.120 1.535 -0.2 -0.1 0.2 0.01
H 2.304 0.612 -3.302 -0.3 -0.1 0.4 0.06
H 1.000 -1.126 -6.284 0.1 0.1 0.8 0.12
H -1.105 1.761 -2.127 0.5 0.0 0.2 0.10
H -4.006 2.518 3.198 0.3 -0.1 0.1 0.11
H 1.524 1.483 5.332 0.0 0.3 -0.1 0.06


No. 4
16
Properties=species:S:1:pos:R:3:forces:R:3:lowdin_charge:R:1 method="wB97M-V/def2-TZVPD" multiplicity=1 homo_energy_ha="-0.462 / -0.448" e_tot_ha=-610.89610 lumo_energy_ev="-5.4704 / -5.1826" gap_ev="7.1 / 7.0" total_charge=+1
S -2.781 0.839 -0.505 0.8 0.2 -1.0 0.61
N 1.185 0.578 -0.444 0.5 1.4 -0.5 -0.10
C 0.882 -0.696 -1.125 -0.9 -0.4 2.1 -0.02
C 2.476 0.660 0.272 2.2 0.5 -0.6 0.00
C 0.139 -0.313 0.081 0.0 0.9 -1.1 0.06
C -3.217 -0.324 0.720 0.5 -1.4 -0.5 -0.59
H 3.345 0.776 -0.488 -1.5 -1.2 1.0 0.14
H 1.009 1.462 -0.995 -0.5 -1.2 0.9 0.22
H 1.597 -1.473 -1.184 1.1 -0.5 0.5 0.13
H 2.667 1.599 0.799 -1.1 -0.1 0.3 0.10
H -0.166 -0.469 1.105 0.4 -0.2 -0.1 0.12
H 2.518 -0.178 0.990 0.4 0.3 -0.7 0.12
H -3.068 -1.398 0.471 0.4 0.6 -0.3 0.06
H -2.628 -0.087 1.585 -0.7 -0.1 1.0 0.00
H -4.295 -0.322 0.719 -0.6 0.5 0.9 0.03
H 0.337 -0.655 -2.001 -1.1 0.6 -1.9 0.11